Density functional theory data (ωB97M-V/def2-TZVPD) for a molecular structure, C29H39Cl3F6N6O4S2Si5W at a distorted geometry.

Each line ends with the Mulliken charge.
Cartesian coordinates (Å):
W (0.067871, 0.086994, -0.356782)  0.997
C (4.231965, -2.564282, -2.754278)  -1.070
C (4.113842, -2.204299, -4.102779)  -0.363
C (3.094221, -1.371080, -4.477308)  -1.241
C (2.161037, -0.868820, -3.548706)  0.303
N (2.440041, -1.103657, -2.238926)  -0.494
C (3.391840, -1.984177, -1.850322)  -0.253
N (1.051644, -0.293861, -4.047749)  0.000
C (-0.164098, -0.445475, -3.606051)  0.050
N (-0.695896, -0.590887, -2.348470)  0.514
C (-1.882299, -1.300444, -2.522915)  -0.098
N (-2.705006, -1.775611, -1.672546)  -0.414
C (-2.906095, -1.246126, -0.425323)  0.227
C (-3.905147, -1.863587, 0.338888)  -0.881
C (-4.428862, -1.228794, 1.433960)  -0.419
C (-3.998436, 0.071080, 1.692709)  -1.000
C (-2.986129, 0.589479, 0.919745)  -0.665
N (-2.339328, -0.075876, -0.054432)  0.143
C (-2.178069, -1.436742, -3.962888)  0.089
C (-3.236083, -2.018656, -4.633621)  -0.297
C (-3.261028, -1.877142, -6.015286)  -0.624
C (-2.253853, -1.182041, -6.690233)  -0.644
C (-1.181674, -0.625186, -6.005043)  -0.599
C (-1.182027, -0.757928, -4.630141)  -0.420
H (4.981414, -3.256087, -2.401778)  0.483
H (4.794446, -2.598950, -4.844218)  0.444
H (2.909475, -1.105839, -5.507137)  0.560
H (3.439282, -2.143409, -0.787456)  0.348
H (-4.262940, -2.821919, -0.006436)  0.572
H (-5.195834, -1.698239, 2.035941)  0.460
H (-4.428380, 0.677234, 2.476978)  0.504
H (-2.663252, 1.586668, 1.105512)  0.106
H (-4.004626, -2.557283, -4.096676)  0.550
H (-4.072441, -2.312340, -6.583626)  0.414
H (-2.310434, -1.085392, -7.766422)  0.428
H (-0.383275, -0.100981, -6.511964)  0.560
C (0.265857, 2.053426, 4.945645)  -1.272
Si (-0.155175, 0.350669, 4.263781)  1.284
C (0.988125, -0.783921, 5.240228)  -1.102
C (-1.973853, 0.148405, 4.775776)  -1.249
Si (-0.234367, -0.552620, 2.015939)  0.554
Si (-0.548297, 2.556907, 0.688536)  2.249
C (-1.610065, 2.999680, 2.234817)  -1.474
C (-1.637014, 3.310077, -0.680245)  -1.483
C (0.884952, 3.740290, 1.022540)  -1.309
Si (-0.694074, -2.860137, 2.671447)  1.433
C (-1.762237, -4.017791, 1.638521)  -1.302
C (-1.554505, -3.043694, 4.346878)  -1.394
C (1.036381, -3.587387, 2.857979)  -1.289
H (0.004021, 1.977235, 6.007592)  0.443
H (-0.324351, 2.861545, 4.528273)  0.346
H (1.317317, 2.315822, 4.888035)  0.366
H (0.820652, -0.596432, 6.304871)  0.403
H (2.025073, -0.524132, 5.018069)  0.269
H (0.860486, -1.846172, 5.060584)  0.292
H (-2.043554, -0.304125, 5.767326)  0.524
H (-2.569842, -0.455980, 4.095365)  0.024
H (-2.432964, 1.137722, 4.834956)  0.421
H (-1.812065, 2.199428, 2.943193)  -0.094
H (-2.575326, 3.403889, 1.916481)  0.521
H (-1.100630, 3.800253, 2.769605)  0.471
H (-2.666963, 2.956601, -0.600226)  0.399
H (-1.300731, 3.111436, -1.693398)  0.113
H (-1.660772, 4.394922, -0.535447)  0.461
H (1.106329, 3.726756, 2.088486)  0.440
H (0.536208, 4.747489, 0.772825)  0.458
H (1.810619, 3.560372, 0.492127)  0.011
H (-2.798738, -3.959248, 1.972062)  0.295
H (-1.407203, -5.030144, 1.858289)  0.520
H (-1.716534, -3.869603, 0.564981)  0.307
H (-2.601579, -2.745553, 4.282384)  0.330
H (-1.105460, -2.525560, 5.187508)  0.365
H (-1.541840, -4.115383, 4.570573)  0.467
H (1.449109, -3.836246, 1.882631)  0.289
H (0.969990, -4.502366, 3.454064)  0.493
H (1.737254, -2.915689, 3.354377)  0.309
Cl (2.533058, 1.536867, 2.712705)  -0.466
Si (2.183607, 0.561686, 0.896701)  0.163
Cl (0.251360, -2.401354, -0.219900)  -0.611
Cl (3.525215, -1.014721, 1.295347)  -0.449
F (5.921278, 2.290958, -0.037875)  -0.200
C (5.345291, 2.513797, -1.210934)  0.664
F (5.019443, 3.786656, -1.316501)  -0.164
F (6.197891, 2.192587, -2.184746)  -0.214
S (3.880145, 1.362693, -1.379683)  0.367
O (1.912279, -0.331181, -1.272948)  1.861
O (3.225533, 1.693302, 0.001427)  -0.289
N (3.143920, 2.069524, -2.575197)  -0.311
S (1.656407, 2.553484, -2.729182)  0.674
O (0.769639, 2.032205, -1.696350)  -1.541
O (1.239232, 2.491870, -4.086373)  -0.638
C (1.767106, 4.377964, -2.429844)  0.585
F (2.381778, 4.929860, -3.471578)  -0.223
F (2.463609, 4.663805, -1.336793)  -0.169
F (0.547107, 4.892911, -2.319926)  -0.196

Forces on atoms 1 to 3 (eV/Å):
-0.4155 -0.4617 0.6451
0.0045 0.0250 -0.1227
-0.0644 0.0142 0.1710

Results
- energy above the lowest of the compared OMol25 structures with the same formula, charge and spin (kcal per mole) = 134.8
- net charge = 0
- E_tot (eV) = -164595.778
- Kohn-Sham gap (alpha / beta) (eV) = 5.83 / 5.84


Density functional theory data (ωB97M-V/def2-TZVPD) for C19H21FN2O2 in the gas phase at a distorted geometry.

Each line ends with the Mulliken charge.
Cartesian coordinates (Å):
O (6.115620, 1.468930, -2.253481)  -0.622
F (-6.787629, -0.036812, -0.667185)  -0.310
O (-1.860252, -0.518342, 2.784997)  -0.379
C (5.012105, 0.940554, -2.151059)  0.163
C (-4.875218, -2.892901, 0.800010)  -0.639
C (-5.785494, -2.128234, 0.014690)  -0.340
C (0.458858, -0.617712, 2.646111)  -1.329
C (-3.919108, -2.174687, 1.538618)  0.084
C (-4.949338, -0.089645, 0.883001)  -0.475
C (1.551450, -0.349289, 1.954005)  -0.946
C (-0.834292, -0.365182, 0.621524)  -0.503
C (-5.867511, -0.747829, 0.095539)  0.150
C (-0.767810, -0.512592, 1.997101)  0.700
C (-3.923769, -0.798522, 1.634353)  0.211
C (1.511074, -0.112240, 0.591079)  0.776
C (0.398676, -0.257142, -0.034881)  0.658
N (4.803226, -0.395544, -2.621310)  -0.436
N (2.593753, 0.772907, -1.398806)  0.153
C (-3.089197, 0.006545, 2.580297)  -0.807
C (2.760981, 0.051287, -0.087082)  -1.124
C (0.399052, -0.134555, -1.541506)  -1.134
C (1.349200, 0.971765, -1.972896)  -0.758
C (3.820689, 2.871668, -0.850292)  -1.469
C (3.656204, 1.709746, -1.833131)  0.219
H (-4.995129, -3.984776, 0.985964)  0.331
H (-6.590856, -2.580564, -0.568126)  0.357
H (0.431998, -0.678113, 3.689142)  0.482
H (-3.144864, -2.644831, 2.185029)  0.339
H (-5.052377, 0.950028, 0.850123)  0.407
H (2.477265, -0.289197, 2.406820)  0.569
H (-1.809944, -0.420320, 0.089489)  0.376
H (3.922431, -0.853953, -2.346067)  0.255
H (5.635546, -0.947618, -2.603560)  0.258
H (-3.668714, -0.137402, 3.449320)  0.355
H (-3.011626, 1.008426, 2.193306)  0.490
H (3.434858, 0.698963, 0.484540)  0.556
H (3.222562, -0.886331, -0.155548)  0.284
H (-0.603249, 0.286642, -1.790148)  0.348
H (0.532531, -1.085291, -2.023958)  0.412
H (1.535484, 1.102554, -3.073913)  0.370
H (1.084040, 1.957363, -1.565259)  0.374
H (3.678308, 3.751063, -1.523085)  0.365
H (3.037552, 2.855839, -0.117039)  0.342
H (4.773304, 3.168112, -0.443733)  0.379
H (3.339611, 2.067230, -2.852993)  0.507

Forces on atoms 1 to 3 (eV/Å):
-1.6476 -0.4968 0.7536
1.1268 -0.9938 1.0760
1.7288 -1.5734 2.4839

Results
- energy above the lowest of the compared OMol25 structures with the same formula, charge and spin (kcal per mole) = 97.6
- net charge = 0
- E_tot (eV) = -29834.049
- Kohn-Sham gap (eV) = 8.69


Density functional theory data (ωB97M-V/def2-TZVPD) for C5H12N2 in the gas phase at a distorted geometry.

Each line ends with the Mulliken charge.
Cartesian coordinates (Å):
C (1.184335, -1.365432, -0.840757)  -0.491
C (1.267082, -0.650695, 0.546115)  -0.778
C (0.015836, 0.303442, 0.751236)  0.892
C (-0.446432, 1.326286, -0.021266)  -1.109
N (-1.710316, 0.970224, -0.650385)  -0.354
C (-0.633155, 0.144829, 2.153594)  -1.336
N (0.380275, -0.569326, -1.886011)  -0.498
H (0.653233, -2.416283, -0.724976)  0.235
H (2.267254, -1.501287, -1.176535)  0.255
H (2.271012, -0.208988, 0.635626)  0.398
H (1.203242, -1.452701, 1.262972)  0.351
H (-0.116683, 2.401259, -0.036999)  0.322
H (-1.943835, -0.008169, -0.343380)  0.379
H (-2.209056, 1.663074, -0.063862)  0.262
H (0.185034, -0.119399, 2.877896)  0.395
H (-1.153088, 1.074176, 2.361894)  0.339
H (-1.455919, -0.535640, 2.009856)  0.269
H (0.760949, -0.740093, -2.784062)  0.270
H (0.522148, 0.487176, -1.797185)  0.199

Forces on atoms 1 to 3 (eV/Å):
-0.3964 -0.2508 -1.1545
-0.7915 1.6803 -0.6837
3.1948 -1.5030 1.7758

Results
- energy above the lowest of the compared OMol25 structures with the same formula, charge and spin (kcal per mole) = 126.0
- net charge = 0
- E_tot (eV) = -8354.673
- Kohn-Sham gap (eV) = 6.96


Question: Number 1 is which compound?
Answer: C29H39Cl3F6N6O4S2Si5W


Repeat the second record exactly.
Density functional theory data (ωB97M-V/def2-TZVPD) for C19H21FN2O2 in the gas phase at a distorted geometry.

Each line ends with the Mulliken charge.
Cartesian coordinates (Å):
O (6.115620, 1.468930, -2.253481)  -0.622
F (-6.787629, -0.036812, -0.667185)  -0.310
O (-1.860252, -0.518342, 2.784997)  -0.379
C (5.012105, 0.940554, -2.151059)  0.163
C (-4.875218, -2.892901, 0.800010)  -0.639
C (-5.785494, -2.128234, 0.014690)  -0.340
C (0.458858, -0.617712, 2.646111)  -1.329
C (-3.919108, -2.174687, 1.538618)  0.084
C (-4.949338, -0.089645, 0.883001)  -0.475
C (1.551450, -0.349289, 1.954005)  -0.946
C (-0.834292, -0.365182, 0.621524)  -0.503
C (-5.867511, -0.747829, 0.095539)  0.150
C (-0.767810, -0.512592, 1.997101)  0.700
C (-3.923769, -0.798522, 1.634353)  0.211
C (1.511074, -0.112240, 0.591079)  0.776
C (0.398676, -0.257142, -0.034881)  0.658
N (4.803226, -0.395544, -2.621310)  -0.436
N (2.593753, 0.772907, -1.398806)  0.153
C (-3.089197, 0.006545, 2.580297)  -0.807
C (2.760981, 0.051287, -0.087082)  -1.124
C (0.399052, -0.134555, -1.541506)  -1.134
C (1.349200, 0.971765, -1.972896)  -0.758
C (3.820689, 2.871668, -0.850292)  -1.469
C (3.656204, 1.709746, -1.833131)  0.219
H (-4.995129, -3.984776, 0.985964)  0.331
H (-6.590856, -2.580564, -0.568126)  0.357
H (0.431998, -0.678113, 3.689142)  0.482
H (-3.144864, -2.644831, 2.185029)  0.339
H (-5.052377, 0.950028, 0.850123)  0.407
H (2.477265, -0.289197, 2.406820)  0.569
H (-1.809944, -0.420320, 0.089489)  0.376
H (3.922431, -0.853953, -2.346067)  0.255
H (5.635546, -0.947618, -2.603560)  0.258
H (-3.668714, -0.137402, 3.449320)  0.355
H (-3.011626, 1.008426, 2.193306)  0.490
H (3.434858, 0.698963, 0.484540)  0.556
H (3.222562, -0.886331, -0.155548)  0.284
H (-0.603249, 0.286642, -1.790148)  0.348
H (0.532531, -1.085291, -2.023958)  0.412
H (1.535484, 1.102554, -3.073913)  0.370
H (1.084040, 1.957363, -1.565259)  0.374
H (3.678308, 3.751063, -1.523085)  0.365
H (3.037552, 2.855839, -0.117039)  0.342
H (4.773304, 3.168112, -0.443733)  0.379
H (3.339611, 2.067230, -2.852993)  0.507

Forces on atoms 1 to 3 (eV/Å):
-1.6476 -0.4968 0.7536
1.1268 -0.9938 1.0760
1.7288 -1.5734 2.4839

Results
- energy above the lowest of the compared OMol25 structures with the same formula, charge and spin (kcal per mole) = 97.6
- net charge = 0
- E_tot (eV) = -29834.049
- Kohn-Sham gap (eV) = 8.69